Entry 1:
{"formula": "C20H27N3O2", "method": "the ωB97M-V functional and the def2-TZVPD basis", "elements": ["O", "O", "N", "N", "N", "C", "C", "C", "C", "C", "C", "C", "C", "C", "C", "C", "C", "C", "C", "C", "C", "C", "C", "C", "C", "H", "H", "H", "H", "H", "H", "H", "H", "H", "H", "H", "H", "H", "H", "H", "H", "H", "H", "H", "H", "H", "H", "H", "H", "H", "H", "H"], "xyz": [[0.515, 1.576, 1.440], [3.360, -2.977, 0.604], [-1.007, 0.364, 0.509], [-3.792, 0.547, -0.541], [3.492, -0.704, 0.184], [-2.236, 1.070, 1.091], [-5.208, -1.255, -0.518], [-7.309, 0.476, 0.289], [-5.951, 0.730, -0.044], [1.203, -0.088, -0.066], [6.541, 1.166, 0.151], [2.696, 0.235, 0.070], [5.327, 0.042, -1.389], [-6.355, -1.852, -0.116], [4.868, -0.782, -0.039], [5.643, 0.245, 1.132], [-1.675, -0.797, -0.323], [1.395, -1.635, 0.747], [0.285, 0.616, 0.666], [2.862, -1.775, 0.487], [5.866, 1.257, -0.954], [-4.935, 0.114, -0.459], [-2.723, -0.201, -1.280], [-3.009, 1.808, 0.063], [-7.485, -0.786, 0.329], [4.463, -0.165, -2.280], [5.228, 1.917, -1.179], [5.214, -1.742, 0.147], [4.715, 0.949, 1.422], [-3.027, -0.845, -1.991], [7.442, 0.424, 0.053], [-2.281, -1.622, 0.191], [6.670, 2.219, 0.671], [6.447, 1.584, -2.091], [-2.897, 0.527, 2.001], [-8.460, -1.433, 0.688], [-5.820, 2.070, 0.147], [1.157, -1.473, 1.689], [-3.949, 2.329, 0.802], [0.799, -2.366, 0.215], [5.902, -0.134, 2.034], [2.823, 1.056, -0.966], [-2.560, 2.421, -0.394], [-4.414, -2.015, -0.651], [-2.076, 0.736, -2.197], [0.804, -0.439, -0.968], [-8.012, 1.023, 0.573], [-0.947, -1.520, -0.804], [6.132, -0.929, -1.795], [-6.511, -3.035, -0.127], [-1.696, 1.961, 1.824], [2.485, 1.112, 0.953]], "forces_ev_per_angstrom": [[1.17, -1.00, -0.62], [-1.12, 4.28, -0.43], [-6.69, -4.05, -1.52], [13.19, 4.49, -3.60], [5.07, -6.50, 0.33], [3.95, 2.96, 5.66], [0.74, -4.65, 0.10], [7.51, -3.32, -2.38], [-5.92, 12.29, 2.77], [4.07, -6.45, 0.79], [5.57, -1.28, 10.69], [-8.49, 16.63, -2.78], [-2.16, -10.90, -2.33], [-3.10, 1.84, 0.72], [2.94, 5.65, 0.94], [-5.14, 3.08, -5.09], [0.83, -0.69, -0.26], [0.72, 2.42, -5.98], [-2.64, 5.39, 3.82], [-0.48, -10.05, 2.09], [2.12, -0.49, -11.80], [-4.22, -5.27, 0.16], [2.84, 5.46, 0.19], [-12.49, -10.38, 10.49], [-1.99, -11.54, 0.05], [2.31, 1.48, 2.55], [-5.40, 5.63, 0.07], [0.28, -1.77, -0.41], [1.91, -1.32, -0.48], [-1.55, -2.45, -1.92], [-0.75, 2.16, 0.06], [0.77, 1.65, 0.80], [0.65, -2.32, -0.92], [-0.26, -0.59, 3.13], [1.85, 0.70, -3.15], [2.17, 2.28, -0.93], [0.07, -3.90, -0.79], [-1.03, 0.30, 4.53], [2.95, -1.08, -2.49], [0.13, -0.30, 0.36], [1.76, -1.54, 2.34], [0.44, -2.38, 2.74], [5.91, 8.12, -7.62], [-0.06, 0.79, -0.46], [-1.71, -2.55, 2.87], [-0.08, 0.05, -1.77], [-5.26, 5.58, 2.19], [-0.42, 1.58, -0.04], [-1.57, 3.37, 0.93], [0.24, 3.09, 0.17], [-1.32, -2.36, -2.08], [1.70, -2.13, -1.68]], "lowdin_charge": [0.02, -0.01, 0.01, -0.05, -0.09, -0.15, -0.07, -0.12, -0.06, -0.13, -0.23, -0.23, -0.18, -0.02, -0.14, -0.01, -0.11, 0.09, -0.52, -0.39, -0.43, -0.47, -0.13, -0.04, -0.10, 0.17, 0.04, 0.11, 0.13, 0.05, 0.16, 0.13, 0.17, 0.21, 0.19, 0.14, 0.18, 0.08, 0.18, 0.11, 0.05, 0.21, -0.01, 0.11, 0.21, 0.12, 0.03, 0.11, 0.18, 0.14, 0.17, 0.18], "de_lowest_kcal_mol": 485.8, "orbital_gap_ev": 8.07, "lumo_energy_ev": 0.416}


Entry 2:
{"formula": "C20H27N3O5S", "method": "the ωB97M-V functional and the def2-TZVPD basis", "elements": ["S", "O", "O", "O", "O", "O", "N", "N", "N", "C", "C", "C", "C", "C", "C", "C", "C", "C", "C", "C", "C", "C", "C", "C", "C", "C", "C", "C", "C", "H", "H", "H", "H", "H", "H", "H", "H", "H", "H", "H", "H", "H", "H", "H", "H", "H", "H", "H", "H", "H", "H", "H", "H", "H", "H", "H"], "xyz": [[-2.102, 0.831, 1.514], [1.148, 0.714, 1.500], [1.957, 1.193, 3.541], [-0.734, -2.212, -2.095], [-3.442, 1.189, 1.885], [-1.215, 1.894, 1.145], [-0.732, 0.010, -2.435], [-1.265, -1.347, 4.662], [-2.219, -0.184, 0.186], [-0.488, -0.171, -3.859], [2.129, 1.524, 0.849], [-3.550, -1.264, 3.682], [1.115, 0.694, 2.832], [-0.043, -0.057, 3.345], [1.966, -0.621, -3.694], [2.582, 1.610, -5.208], [2.796, 0.727, -0.261], [-0.789, 1.389, -2.011], [-3.406, -0.993, 0.075], [-2.112, -0.898, 3.692], [0.941, 0.172, -4.195], [1.103, -1.157, 5.406], [-0.815, -1.078, -1.651], [-0.987, -0.856, -0.148], [-0.016, -0.835, 4.486], [3.597, 0.818, -4.703], [3.287, -0.300, -3.946], [-1.380, -0.102, 2.844], [1.259, 1.291, -4.951], [-4.236, -0.410, 0.464], [1.414, -2.196, 5.291], [-0.685, -1.222, -4.087], [-4.099, -0.519, 3.112], [-0.941, -1.851, 0.320], [-1.534, -1.951, 5.423], [2.819, 2.482, -5.801], [1.598, 2.392, 0.447], [2.059, 0.383, -0.982], [-3.939, -1.294, 4.698], [2.859, 1.855, 1.595], [0.801, -1.002, 6.440], [4.077, -0.922, -3.552], [1.943, -0.507, 5.184], [1.717, -1.494, -3.109], [-0.883, 1.487, -0.935], [0.469, 1.915, -5.345], [-3.705, -2.244, 3.229], [3.519, 1.355, -0.774], [-1.180, 0.462, -4.421], [-0.165, -0.252, 0.233], [3.310, -0.138, 0.150], [0.117, 1.905, -2.342], [4.629, 1.069, -4.902], [-3.316, -1.934, 0.630], [-1.651, 1.876, -2.475], [-3.582, -1.225, -0.976]], "forces_ev_per_angstrom": [[-0.20, 0.05, -0.07], [0.11, -0.28, -0.09], [-0.02, 0.01, -0.04], [0.08, -0.35, 0.07], [-0.01, -0.28, -0.03], [0.15, -0.22, 0.21], [-0.06, 0.22, -0.44], [-0.13, 0.09, -0.14], [0.05, 0.68, 0.75], [-0.01, -0.31, -0.04], [0.49, 0.31, -0.07], [-0.08, -0.07, 0.04], [0.27, -0.01, 0.33], [0.09, -0.16, 0.37], [-0.01, -0.01, -0.04], [0.10, 0.08, -0.05], [-0.32, 0.09, 0.38], [0.04, 0.22, 0.17], [-0.43, -0.10, 0.11], [-0.34, -0.05, -0.20], [-0.06, 0.08, -0.09], [0.03, -0.04, -0.02], [-0.12, -0.08, 0.40], [0.37, -0.25, -0.10], [0.44, 0.38, -0.42], [0.08, 0.07, -0.05], [0.02, -0.05, 0.04], [-0.38, 0.24, -0.44], [-0.05, -0.11, 0.01], [-0.15, -0.16, -0.12], [0.04, -0.05, 0.03], [-0.04, 0.21, -0.03], [-0.10, -0.09, 0.08], [0.03, 0.17, -0.11], [0.01, 0.07, -0.10], [0.03, 0.07, -0.04], [0.05, -0.06, 0.08], [-0.05, -0.04, -0.16], [-0.09, 0.01, 0.05], [-0.17, 0.00, -0.19], [0.04, 0.02, 0.10], [0.07, -0.06, 0.03], [0.03, -0.01, 0.06], [-0.04, -0.12, 0.09], [0.07, 0.03, -0.15], [-0.10, 0.06, -0.02], [-0.04, -0.04, -0.01], [0.06, 0.05, -0.10], [0.03, -0.03, 0.03], [0.08, -0.16, -0.11], [0.07, -0.08, 0.02], [-0.01, 0.04, 0.03], [0.08, 0.02, -0.02], [0.00, -0.04, -0.02], [0.00, 0.06, 0.03], [0.01, -0.01, 0.01]], "lowdin_charge": [0.70, -0.05, 0.12, 0.05, -0.29, -0.27, -0.08, 0.14, -0.28, -0.10, -0.19, -0.01, -0.43, -0.05, -0.04, -0.08, -0.05, -0.02, -0.07, -0.27, -0.22, 0.00, -0.45, -0.12, -0.23, -0.09, -0.08, -0.16, -0.05, 0.08, 0.09, 0.13, 0.06, 0.14, 0.17, 0.10, 0.13, 0.05, 0.09, 0.12, 0.09, 0.10, 0.08, 0.12, 0.05, 0.11, 0.09, 0.08, 0.13, 0.10, 0.08, 0.10, 0.10, 0.09, 0.10, 0.10], "smiles": "CCOC(=O)c1c(C)[nH]c(C)c1S(=O)(=O)N(C)CC(=O)N(C)Cc1ccccc1", "de_lowest_kcal_mol": 66.1, "orbital_gap_ev": 9.29, "lumo_energy_ev": 0.557}